Below is C27H26BrN4O3ReSSbSe4 as an isolated structure in a non-equilibrium geometry, with properties calculated with ωB97M-V/def2-TZVPD.

Geometry (Å):
Re  0.7352  -0.3283  0.8129
Br  0.7683  -0.6609  3.1520
C  2.6819  -0.6266  3.4609
C  3.1715  -0.6576  4.7279
C  4.5592  -0.5243  4.8816
C  5.3763  -0.3812  3.7939
C  4.8717  -0.4176  2.4775
C  5.6869  -0.3790  1.3276
C  5.1433  -0.5152  0.0802
C  3.7575  -0.6321  -0.0952
C  2.9106  -0.5712  0.9882
C  3.4681  -0.5272  2.2996
H  2.5194  -0.7815  5.5783
H  4.9652  -0.5346  5.8815
H  6.4400  -0.2474  3.9259
H  6.7541  -0.2667  1.4512
H  5.7667  -0.5403  -0.8010
H  3.3573  -0.7692  -1.1000
C  -2.9877  -1.7560  -4.1295
C  -2.4256  -0.3576  -3.8986
N  -1.1254  -0.4356  -3.2570
C  0.0406  -0.3633  -4.1127
C  0.4260  1.0934  -4.3648
C  -1.0747  -0.5335  -1.9437
S  0.5776  -0.8582  -1.3488
N  -2.1525  -0.5294  -1.2303
C  -2.3270  -0.3155  0.0781
O  -1.4289  0.1001  0.8517
C  -3.6931  -0.4976  0.5771
C  -3.9479  -0.5180  1.9482
C  -5.2472  -0.6091  2.4056
C  -6.2956  -0.6713  1.5040
C  -6.0454  -0.6722  0.1405
C  -4.7506  -0.5913  -0.3277
H  -3.9552  -1.6762  -4.6162
H  -3.1120  -2.2796  -3.1845
H  -2.3190  -2.3446  -4.7547
H  -3.0951  0.2298  -3.2628
H  -2.2889  0.1709  -4.8442
H  -0.2019  -0.8693  -5.0485
H  0.8771  -0.9131  -3.6682
H  -0.3762  1.6271  -4.8732
H  1.3282  1.1425  -4.9681
H  0.6152  1.6073  -3.4223
H  -3.1329  -0.4767  2.6598
H  -5.4414  -0.6253  3.4660
H  -7.3102  -0.7270  1.8655
H  -6.8635  -0.7277  -0.5601
H  -4.5457  -0.5877  -1.3880
C  -0.3013  4.1701  -1.2343
N  0.2407  3.6073  -0.0267
C  0.5840  4.3547  1.0479
C  1.0777  3.7735  2.1513
C  1.2543  2.3414  2.1734
O  1.7033  1.7582  3.1686
N  0.9045  1.6345  1.0703
C  0.3723  2.2265  0.0193
O  -0.0066  1.6125  -0.9815
H  -0.3210  5.2558  -1.1485
H  -1.3159  3.7958  -1.4028
H  0.3154  3.8846  -2.0918
H  0.4252  5.4183  0.9454
H  1.3610  4.3035  3.0432
Se  0.4047  -5.9061  -1.2323
Sb  0.6299  -4.7541  0.9037
Se  -1.2807  -5.8097  1.9470
Se  2.6176  -5.9208  1.6374
Se  0.6782  -2.4203  0.8736

Forces on the atoms, in the same order (eV/Å):
-0.18 3.37 -4.02
0.14 -0.19 3.71
-0.13 -0.16 0.03
-0.47 -0.15 -0.41
0.35 0.09 -0.03
0.15 0.01 0.25
-0.54 -0.12 0.02
0.14 0.02 -0.21
0.30 -0.14 0.09
-0.56 0.09 0.26
-0.91 0.98 -0.25
0.03 -0.08 -0.33
-0.03 0.05 0.08
0.12 0.04 0.05
0.12 -0.08 0.07
0.11 -0.02 0.01
0.21 0.02 0.01
0.10 0.20 0.21
0.02 0.22 0.02
-0.43 0.00 -0.16
-0.48 0.06 -0.10
0.48 0.18 -0.25
0.04 -0.10 0.11
1.79 -0.29 0.62
0.39 -0.08 -1.59
-1.35 -0.20 0.26
1.12 0.05 -1.15
0.09 0.23 0.86
-0.36 0.07 0.22
0.20 0.00 -0.05
-0.02 0.01 0.03
-0.06 -0.04 -0.02
-0.13 -0.01 0.00
0.10 0.00 0.11
-0.12 -0.11 -0.11
-0.02 0.02 0.08
0.00 -0.03 -0.10
0.13 -0.08 -0.20
-0.06 0.00 0.05
-0.05 0.00 0.01
-0.27 0.11 -0.17
-0.01 0.00 -0.11
0.05 0.04 -0.15
0.02 -0.11 0.06
0.06 0.06 -0.13
-0.03 -0.02 0.13
-0.14 -0.02 0.03
-0.11 -0.02 -0.07
0.03 0.02 0.01
-0.29 0.11 -0.60
0.23 -0.57 0.36
0.21 0.29 0.62
-0.11 0.20 -0.14
1.30 0.32 2.94
-0.09 1.69 -1.11
0.51 0.56 1.03
-1.29 1.95 -2.95
-0.05 0.85 0.58
0.02 -0.08 0.06
0.16 0.10 -0.03
-0.13 0.08 0.11
0.03 0.06 0.07
-0.01 0.16 -0.03
-0.17 0.16 -1.03
0.18 -5.29 0.99
-0.29 0.89 -0.04
0.28 0.88 -0.02
-0.32 -6.24 1.42

Results
HOMO level (spin up / spin down): -0.25723 / -0.25202 hartree
strongest force on any atom: 6.408 eV Å⁻¹
E_tot: -14385.51338 a.u.
spin multiplicity: 2
LUMO (spin up / spin down): -2.5 / -2.5 eV
frontier orbital gap (spin up / spin down): 4.49 / 4.35 eV
M: 1190.31 u